Density functional theory data (ωB97M-V/def2-TZVPD) for 2 unconnected molecules or ions with the total composition C28H29NO3 in a non-equilibrium geometry.

Geometry as ORCA input:
```
! wB97M-V def2-TZVPD RIJCOSX def2/J DEFGRID3
* xyz 0 1
C 0.95 5.20 0.00
C 0.15 4.35 -0.95
O -0.72 3.55 -0.11
C -1.45 2.60 -0.76
C -2.36 1.84 0.17
C -2.36 2.14 1.60
C -3.23 0.89 -0.49
C -4.33 0.17 0.29
O -3.10 0.59 -1.69
O -1.36 2.38 -1.96
H 1.67 5.84 -0.50
H 0.29 5.86 0.57
H 1.51 4.57 0.70
H -0.46 4.95 -1.63
H 0.79 3.69 -1.55
H -1.64 2.93 1.81
H -3.34 2.50 1.95
H -2.07 1.27 2.22
H -4.37 0.41 1.36
H -5.30 0.42 -0.20
H -4.18 -0.92 0.15
C 4.81 1.13 -2.87
N 4.22 -0.17 -2.61
C 5.15 -1.27 -2.86
C 3.07 -0.33 -1.81
C 1.78 -0.27 -2.39
C 0.66 -0.44 -1.61
C 0.78 -0.75 -0.23
C -0.34 -1.26 0.52
C -0.44 -1.15 1.96
C -1.35 -2.15 2.42
C -1.46 -2.44 3.77
C -0.76 -1.63 4.67
C 0.05 -0.57 4.23
C 0.24 -0.34 2.87
C -1.91 -2.82 1.24
C -1.34 -2.21 0.07
C -1.68 -2.70 -1.19
C -2.56 -3.78 -1.27
C -3.04 -4.42 -0.12
C -2.72 -3.94 1.15
C 2.08 -0.65 0.35
C 3.20 -0.49 -0.42
H 4.15 1.94 -2.53
H 5.78 1.23 -2.35
H 5.00 1.24 -3.94
H 4.72 -2.23 -2.56
H 5.38 -1.30 -3.93
H 6.10 -1.11 -2.32
H 1.69 -0.10 -3.47
H -0.34 -0.33 -2.02
H -2.08 -3.27 4.08
H -0.85 -1.84 5.74
H 0.55 0.08 4.96
H 0.90 0.46 2.51
H -1.27 -2.23 -2.09
H -2.88 -4.14 -2.25
H -3.68 -5.30 -0.20
H -3.06 -4.42 2.07
H 2.18 -0.77 1.43
H 4.20 -0.47 0.03
*
```

For the HOMO energy, the calculation gives -0.2339 Ha. The total energy is -37136.061 eV.